[1]
A molecular structure, CH4N2P2 in a non-equilibrium geometry. Source: the Open Molecules 2025 dataset; level of theory: wB97M-V/def2-TZVPD.

The net charge is 0. Its multiplicity is 3. The HOMO energy (alpha / beta) is -0.2452 / -0.3476 hartree. The energy above the lowest of the compared OMol25 structures with the same formula, charge and spin comes out at 17.7 kcal per mole. Its LUMO energy (alpha / beta) is -0.63 / -2.53 eV. The value obtained for the max |F| is 0.044 Eh/bohr. The expectation value of S² is 2.046. Its molecular weight is 106.00 g mol⁻¹.

Geometry as XYZ:
```
9
CH4N2P2 wB97M-V/def2-TZVPD
C -0.12 -0.95 0.35
N 2.22 1.22 0.22
N -2.34 0.01 -0.79
P 1.93 -0.11 -0.49
P -1.44 0.29 0.49
H 0.33 -1.05 1.35
H -0.27 -1.72 -0.42
H 2.90 1.86 -0.04
H -3.21 0.46 -0.67
```



[2]
3 unconnected molecules or ions with the total composition C4H13NO2 in a non-equilibrium geometry. Source: the Open Molecules 2025 dataset; level of theory: wB97M-V/def2-TZVPD.

The net charge is +1. Its multiplicity is 2. The HOMO energy (alpha / beta) is -0.5016 / -0.5016 hartree. The energy above the lowest of the compared OMol25 structures with the same formula, charge and spin comes out at 24.1 kcal per mole. Its LUMO energy (alpha / beta) is -3.36 / -7.67 eV. The value obtained for the max |F| is 0.041 Eh/bohr. The expectation value of S² is 0.755. Its molecular weight is 107.15 g mol⁻¹.

Geometry as XYZ:
```
20
C4H13NO2 wB97M-V/def2-TZVPD
C 0.55 -0.29 0.09
N -0.63 0.55 0.41
C -0.60 1.80 -0.24
C 0.97 2.08 -0.13
C 1.47 0.72 -0.60
H 0.16 -1.06 -0.59
H 0.85 -0.79 0.99
H -1.40 0.07 0.87
H -1.25 2.51 0.19
H -0.76 1.77 -1.33
H 1.26 2.99 -0.62
H 1.16 2.18 0.93
H 2.53 0.55 -0.50
H 1.20 0.61 -1.65
H -7.29 -0.30 -0.26
H -6.22 -1.11 0.49
O -7.17 -0.94 0.45
H 4.55 -4.33 0.75
H 5.62 -3.53 0.00
O 5.01 -3.48 0.76
```



[3]
A molecular structure, ClH8N2 in a non-equilibrium geometry. Source: the Open Molecules 2025 dataset; level of theory: wB97M-V/def2-TZVPD.

The net charge is +1. Its multiplicity is 1. The HOMO energy is -0.5444 hartree. Its LUMO energy is -3.82 eV. The value obtained for the max |F| is 0.169 Eh/bohr. Its molecular weight is 71.53 g mol⁻¹.

Geometry as XYZ:
```
11
ClH8N2 wB97M-V/def2-TZVPD
N -0.99 -0.81 1.24
H -1.93 -1.06 1.54
H -0.40 -1.41 1.80
H -0.81 0.13 1.57
H -0.76 -0.97 0.27
N 1.05 1.03 -1.11
H 0.94 2.01 -0.88
H 1.58 0.84 -1.95
H 0.29 0.36 -1.12
H 1.47 0.72 -0.25
Cl -0.43 -0.83 -1.11
```



[4]
A molecular structure, C29H44N3O5PrS3Si in a non-equilibrium geometry. Source: the Open Molecules 2025 dataset; level of theory: wB97M-V/def2-TZVPD.

The net charge is 0. Its multiplicity is 3. The HOMO energy (alpha / beta) is -0.2520 / -0.2521 hartree. The energy above the lowest of the compared OMol25 structures with the same formula, charge and spin comes out at 31.7 kcal per mole. Its LUMO energy (alpha / beta) is -0.12 / -0.10 eV. The value obtained for the max |F| is 0.091 Eh/bohr. The expectation value of S² is 2.003. Its molecular weight is 779.88 g mol⁻¹.

Geometry as XYZ:
```
86
C29H44N3O5PrS3Si wB97M-V/def2-TZVPD
Pr 0.39 1.00 0.12
O 0.94 3.78 3.52
C 1.23 2.79 2.84
O 0.58 2.38 1.84
C 2.33 1.74 3.24
C 1.45 0.41 3.50
C 2.36 -0.41 4.47
C 3.49 -0.86 3.54
C 3.09 -0.26 2.19
O 1.62 -0.37 2.19
C 3.50 1.19 2.23
C 3.46 1.79 0.86
O 3.99 2.89 0.70
O 2.70 1.06 0.00
H 2.85 2.04 4.21
H 0.38 0.51 3.77
H 2.78 0.15 5.28
H 1.81 -1.26 4.93
H 4.51 -0.60 3.88
H 3.37 -2.01 3.41
H 3.52 -0.72 1.34
H 4.47 1.33 2.68
C 1.93 -5.29 -0.74
C 0.95 -5.62 -1.84
S -0.51 -4.56 -1.60
C -0.54 -3.76 -3.22
C 0.62 -2.82 -3.41
S 1.04 -1.85 -1.97
C 2.89 -1.80 -1.98
C 3.33 -2.95 -1.17
S 1.96 -3.53 -0.10
H 2.98 -5.60 -0.89
H 1.49 -5.81 0.15
H 0.54 -6.62 -1.96
H 1.48 -5.34 -2.75
H -1.48 -3.22 -3.29
H -0.57 -4.72 -3.85
H 0.37 -2.01 -4.15
H 1.47 -3.39 -3.72
H 3.21 -0.87 -1.49
H 3.19 -1.86 -3.01
H 4.22 -2.77 -0.56
H 3.64 -3.80 -1.79
C -2.64 3.53 -2.13
Si -1.35 4.11 -0.87
C -1.05 5.83 -1.43
C -1.97 3.97 0.84
N 0.06 3.01 -0.99
C 0.93 3.02 -1.99
C 2.01 3.93 -1.93
C 3.13 3.76 -2.79
C 3.07 2.78 -3.74
C 1.95 1.94 -3.94
C 0.81 2.19 -3.17
H -2.83 2.42 -2.17
H -2.35 3.92 -3.10
H -3.63 3.95 -1.80
H -1.98 6.40 -1.59
H -0.46 5.81 -2.38
H -0.55 6.44 -0.69
H -3.02 3.56 0.85
H -2.04 5.01 1.23
H -1.32 3.51 1.58
H 2.04 4.69 -1.19
H 3.94 4.50 -2.79
H 3.92 2.69 -4.41
H 2.04 1.26 -4.79
H -0.20 1.73 -3.28
N -2.09 0.25 0.48
C -3.09 -0.37 0.59
N -4.15 -1.01 0.84
C -5.21 -0.51 1.76
C -5.19 -1.34 3.03
C -4.91 -2.81 2.69
C -5.33 -3.12 1.23
C -4.47 -2.32 0.29
H -6.20 -0.62 1.26
H -5.02 0.53 2.02
H -6.17 -1.22 3.53
H -4.50 -0.87 3.76
H -5.47 -3.44 3.41
H -3.79 -3.11 2.79
H -6.39 -3.11 1.06
H -5.16 -4.22 1.02
H -4.94 -2.16 -0.70
H -3.47 -2.90 0.19
```



[5]
C7H10 in the gas phase in a non-equilibrium geometry. Source: the Open Molecules 2025 dataset; level of theory: wB97M-V/def2-TZVPD.

The net charge is 0. Its multiplicity is 1. The HOMO energy (alpha / beta) is -0.2810 / -0.2600 hartree. The energy above the lowest of the compared OMol25 structures with the same formula, charge and spin comes out at 156.0 kcal per mole. Its LUMO energy (alpha / beta) is 0.39 / 0.14 eV. The value obtained for the max |F| is 0.032 Eh/bohr. Its molecular weight is 94.16 g mol⁻¹.

Geometry as XYZ:
```
17
C7H10 wB97M-V/def2-TZVPD
C -1.14 1.25 0.20
C -0.87 -0.23 0.14
C -1.36 -0.90 -1.00
C 0.33 -0.78 -0.53
C 1.54 0.02 -0.77
C 1.84 0.02 0.71
C 1.20 -0.15 1.83
H -2.21 1.44 0.16
H -0.74 1.70 1.12
H -0.68 1.78 -0.65
H 0.08 -0.46 1.77
H -1.41 -1.98 -1.07
H -1.95 -0.37 -1.76
H 0.53 -1.82 -0.31
H 1.38 1.04 -1.12
H 2.31 -0.46 -1.37
H 1.58 0.03 2.83
```



[6]
C5H13NO in the gas phase in a non-equilibrium geometry. Source: the Open Molecules 2025 dataset; level of theory: wB97M-V/def2-TZVPD.

The net charge is 0. Its multiplicity is 1. The HOMO energy is -0.3208 hartree. The energy above the lowest of the compared OMol25 structures with the same formula, charge and spin comes out at 56.2 kcal per mole. Its LUMO energy is 1.03 eV. The value obtained for the max |F| is 0.099 Eh/bohr. The SMILES is CN[C@H](C)CCO. Its molecular weight is 103.16 g mol⁻¹.

Geometry as XYZ:
```
20
C5H13NO wB97M-V/def2-TZVPD
C 1.01 1.15 1.68
N -0.23 0.39 1.48
C -0.86 0.17 0.16
C 0.14 -0.73 -0.71
C 0.81 0.05 -1.81
O 2.16 -0.49 -2.24
C -2.18 -0.62 0.47
H 1.32 1.04 2.72
H 1.77 0.59 1.13
H 1.14 2.24 1.33
H -0.95 0.75 2.21
H -0.97 1.13 -0.33
H 1.06 -1.17 -0.19
H -0.39 -1.54 -1.25
H 0.09 0.21 -2.68
H 1.04 1.04 -1.51
H 2.24 -1.43 -2.04
H -2.90 -0.26 1.14
H -1.68 -1.66 0.86
H -2.62 -0.86 -0.44
```



[7]
2 unconnected molecules or ions with the total composition C13H21ClFN4O3 in a non-equilibrium geometry. Source: the Open Molecules 2025 dataset; level of theory: wB97M-V/def2-TZVPD.

The net charge is +1. Its multiplicity is 1. The HOMO energy is -0.4554 hartree. Its LUMO energy is -2.56 eV. The value obtained for the max |F| is 0.064 Eh/bohr. Its molecular weight is 335.79 g mol⁻¹.

Geometry as XYZ:
```
43
C13H21ClFN4O3 wB97M-V/def2-TZVPD
Cl -2.12 -1.13 -6.32
C -2.98 -0.59 -4.78
N -2.08 -0.60 -3.56
C -1.56 -2.01 -3.25
C -0.70 -2.03 -1.99
N -0.67 -0.65 -1.49
F 0.58 0.87 1.17
C -2.01 -0.15 -1.08
C -2.88 -0.14 -2.34
C -0.04 0.33 -2.40
C -0.87 0.36 -3.68
H -3.34 0.44 -4.98
H -3.82 -1.29 -4.62
H -2.44 -2.62 -3.10
H -0.98 -2.32 -4.11
H -1.09 -2.68 -1.19
H 0.34 -2.37 -2.16
H -2.43 -0.78 -0.28
H -1.92 0.86 -0.62
H -3.21 0.88 -2.57
H -3.71 -0.86 -2.24
H 0.01 1.34 -1.92
H 1.01 0.07 -2.59
H -0.32 0.02 -4.55
H -1.32 1.34 -3.83
C 0.41 0.12 5.60
N 1.20 0.33 4.41
C 0.70 -0.29 3.25
O -0.26 -1.02 3.28
C 1.41 0.14 1.92
C 2.75 0.92 2.06
O 3.57 0.91 1.16
N 3.11 1.30 3.39
C 4.33 2.08 3.49
C 2.35 1.17 4.59
O 2.66 1.67 5.68
H 0.87 0.75 6.36
H -0.61 0.44 5.35
H 0.40 -0.93 5.93
H 1.87 -0.70 1.44
H 4.33 2.47 4.51
H 5.25 1.49 3.30
H 4.24 2.89 2.75
```



[8]
A molecular structure, C30H41N2O3OsPSb in a non-equilibrium geometry. Source: the Open Molecules 2025 dataset; level of theory: wB97M-V/def2-TZVPD.

The net charge is +3. Its multiplicity is 5. The HOMO energy (alpha / beta) is -0.5698 / -0.6067 hartree. The energy above the lowest of the compared OMol25 structures with the same formula, charge and spin comes out at 2.8 kcal per mole. Its LUMO energy (alpha / beta) is -8.88 / -11.85 eV. The value obtained for the max |F| is 0.020 Eh/bohr. The expectation value of S² is 6.033. Its molecular weight is 820.63 g mol⁻¹.

Geometry as XYZ:
```
79
C30H41N2O3OsPSb wB97M-V/def2-TZVPD
Os -0.43 0.01 -0.62
O -3.53 -1.87 1.16
C -2.68 -1.63 0.38
O -1.82 -0.56 0.57
C -2.37 -2.49 -0.85
P -1.55 -1.43 -2.08
C -0.66 -2.42 -3.27
C -0.30 -3.74 -3.01
C 0.34 -4.49 -3.98
C 0.63 -3.92 -5.21
C 0.30 -2.59 -5.47
C -0.34 -1.84 -4.51
C -2.92 -0.61 -2.91
C -3.49 0.54 -2.36
C -4.66 1.06 -2.89
C -5.26 0.43 -3.98
C -4.69 -0.71 -4.53
C -3.52 -1.23 -4.00
H -3.28 -2.93 -1.24
H -1.72 -3.29 -0.51
H -0.53 -4.20 -2.05
H 0.60 -5.52 -3.79
H 1.12 -4.51 -5.98
H 0.54 -2.15 -6.43
H -0.61 -0.81 -4.72
H -3.03 1.01 -1.49
H -5.12 1.93 -2.45
H -6.18 0.83 -4.39
H -5.16 -1.19 -5.38
H -3.10 -2.13 -4.43
C -3.50 7.40 -1.86
C -3.83 5.96 -1.41
N -3.68 5.79 0.02
C -4.53 6.54 0.91
C -3.77 7.69 1.60
C -2.74 4.87 0.61
O -2.86 4.63 1.78
C -1.65 4.23 -0.20
C -0.76 4.94 -0.99
C 0.33 4.29 -1.52
C 0.50 2.94 -1.25
N -0.36 2.24 -0.49
C -1.41 2.88 0.04
H -3.53 7.42 -2.95
H -2.51 7.71 -1.53
H -4.23 8.12 -1.49
H -3.23 5.23 -1.94
H -4.89 5.76 -1.64
H -4.87 5.85 1.69
H -5.38 6.91 0.34
H -2.92 7.32 2.17
H -4.47 8.17 2.29
H -3.43 8.43 0.88
H -0.89 6.01 -1.16
H 1.07 4.81 -2.11
H 1.36 2.41 -1.63
H -2.04 2.32 0.72
C 3.16 -4.67 1.08
C 1.81 -4.42 0.40
Sb 1.24 -2.35 0.66
C 1.46 -1.68 2.69
C 1.06 -0.22 2.82
C 2.83 -1.33 -0.36
C 2.38 0.04 -0.85
H 3.42 -5.72 0.93
H 3.13 -4.49 2.15
H 3.96 -4.08 0.64
H 1.00 -5.00 0.84
H 1.83 -4.55 -0.68
H 2.51 -1.85 2.95
H 0.84 -2.34 3.30
H 1.79 0.44 2.36
H 0.99 0.05 3.87
H 0.07 -0.03 2.38
H 3.13 -1.96 -1.19
H 3.67 -1.23 0.32
H 1.45 -0.07 -1.48
H 3.10 0.48 -1.54
H 2.22 0.74 -0.03
```



[9]
A molecular structure, C11H21NPbSi in a non-equilibrium geometry. Source: the Open Molecules 2025 dataset; level of theory: wB97M-V/def2-TZVPD.

The net charge is 0. Its multiplicity is 1. The HOMO energy (alpha / beta) is -0.2180 / -0.2144 hartree. The energy above the lowest of the compared OMol25 structures with the same formula, charge and spin comes out at 152.3 kcal per mole. Its LUMO energy (alpha / beta) is -2.70 / -2.76 eV. The value obtained for the max |F| is 0.127 Eh/bohr. Its molecular weight is 402.58 g mol⁻¹.

Geometry as XYZ:
```
35
C11H21NPbSi wB97M-V/def2-TZVPD
C -1.95 -3.69 -0.99
C -2.44 -3.41 0.34
C -1.29 -3.48 1.23
C -0.14 -3.80 0.45
C -0.52 -3.93 -0.89
Pb -0.51 0.07 -1.40
N 2.13 0.49 -2.52
C -2.60 1.19 -1.06
C -3.52 1.02 0.04
H -1.33 -3.33 2.31
H -3.44 -3.20 0.61
H 0.87 -3.94 0.85
H 0.12 -4.18 -1.75
H -2.55 -3.73 -1.88
H -4.16 0.14 -0.06
H -1.99 2.06 -1.16
H 1.17 0.59 -2.92
H -3.44 1.66 0.99
H -2.56 0.66 -1.96
C 2.83 0.60 -0.24
Si 1.60 1.79 0.52
C 2.23 2.12 2.27
C 1.51 3.45 -0.35
C 0.01 0.77 0.67
H 3.75 1.12 -0.46
H 2.44 0.22 -1.34
H 3.01 -0.30 0.35
H 3.13 2.73 2.16
H 1.49 2.69 2.86
H 2.49 1.22 2.84
H 1.11 3.38 -1.35
H 0.92 4.19 0.21
H 2.50 3.90 -0.37
H 0.02 -0.30 0.91
H -0.90 1.23 1.09
```



[10]
2 unconnected molecules or ions with the total composition C4H6N3O in a non-equilibrium geometry. Source: the Open Molecules 2025 dataset; level of theory: wB97M-V/def2-TZVPD.

The net charge is -1. Its multiplicity is 1. The HOMO energy is -0.0911 hartree. The energy above the lowest of the compared OMol25 structures with the same formula, charge and spin comes out at 22.7 kcal per mole. Its LUMO energy is 1.77 eV. The value obtained for the max |F| is 0.082 Eh/bohr. Its molecular weight is 112.11 g mol⁻¹.

Geometry as XYZ:
```
14
C4H6N3O wB97M-V/def2-TZVPD
C -0.92 0.57 1.00
C -2.60 0.07 -0.15
C -0.74 -0.72 0.41
C 0.42 -1.65 0.47
N -2.08 1.07 0.61
N -1.84 -1.02 -0.26
N 3.96 0.03 -0.79
O 3.44 0.47 0.26
H -0.09 1.22 1.42
H -3.50 0.00 -0.75
H -0.05 -2.63 0.80
H 1.10 -1.39 1.17
H 0.91 -1.72 -0.55
H 3.44 0.52 -1.65
```